{
  "formula": "C35H63ClF6N11O7S2",
  "method": "ωB97M-V/def2-TZVPD",
  "gap_ev": [3.64, 6.11],
  "energy_ev": -118519.6248,
  "e_lumo_ev": [-4.895, -4.899],
  "relative_energy_kj_mol": 0.0,
  "charge": 2,
  "multiplicity": 2,
  "e_homo_ev": [-8.54, -11.01],
  "symbols": ["C", "C", "O", "N", "H", "H", "C", "H", "H", "H", "H", "H", "H", "C", "C", "N", "C", "C", "N", "C", "C", "H", "H", "H", "H", "H", "H", "H", "H", "H", "H", "H", "C", "C", "N", "C", "C", "N", "C", "C", "H", "H", "H", "H", "H", "H", "H", "H", "H", "H", "H", "C", "C", "N", "C", "C", "N", "C", "C", "H", "H", "H", "H", "H", "H", "H", "H", "H", "H", "H", "C", "C", "N", "C", "C", "N", "C", "C", "H", "H", "H", "H", "H", "H", "H", "H", "H", "H", "H", "C", "C", "N", "C", "C", "N", "C", "C", "H", "H", "H", "H", "H", "H", "H", "H", "H", "H", "H", "Cl", "C", "F", "F", "F", "S", "O", "O", "O", "C", "F", "F", "F", "S", "O", "O", "O"],
  "coordinates": [[0.949891, 1.314273, -0.430972], [0.587255, 0.035301, 0.303175], [1.123424, -0.233004, 1.400601], [-0.303377, -1.090664, -0.289015], [-0.012488, -1.318951, -1.228889], [-0.123887, -1.929532, 0.244087], [-1.809070, -0.682803, -0.201965], [1.839813, 1.142720, -1.036532], [1.233075, 2.070428, 0.301244], [0.201731, 1.645319, -1.151238], [-2.066762, -0.254178, 0.766529], [-2.430823, -1.554697, -0.405247], [-2.011025, 0.093694, -0.939767], [-0.570343, 3.952140, 3.103818], [-0.301409, 2.645543, 3.921979], [-1.549218, 1.907293, 4.291381], [-2.483630, 1.525011, 3.348432], [-3.654321, 1.192899, 3.959056], [-3.377427, 1.235370, 5.329918], [-2.063407, 1.680293, 5.526666], [-4.446797, 1.075309, 6.307078], [-1.329572, 3.674085, 2.372829], [0.300232, 4.412822, 2.636953], [-1.037221, 4.688502, 3.757946], [0.062576, 2.928382, 4.909717], [0.312747, 1.948343, 3.352050], [-2.220144, 1.583717, 2.302705], [-4.636644, 0.943935, 3.585614], [-1.522473, 1.821362, 6.450730], [-5.385785, 1.515631, 5.971620], [-4.144616, 1.557587, 7.236691], [-4.546030, 0.009127, 6.510812], [3.373343, -5.622468, -1.089863], [2.659062, -4.611322, -2.038537], [3.162278, -3.300122, -1.693449], [3.574676, -2.421213, -2.667448], [4.079753, -1.257683, -2.056328], [3.848252, -1.373307, -0.718184], [3.356092, -2.659883, -0.511828], [4.281654, -0.417538, 0.220850], [3.086656, -5.494281, -0.046078], [4.435852, -5.614498, -1.332978], [2.887316, -6.582644, -1.262895], [1.576255, -4.566429, -1.921809], [2.739625, -4.947710, -3.072192], [3.532038, -2.709855, -3.707282], [4.671608, -0.469064, -2.496982], [3.017284, -3.140549, 0.394018], [3.649523, -0.382295, 1.108140], [4.563280, 0.531068, -0.236222], [5.135711, -0.885655, 0.710310], [0.516802, -6.180119, 5.142484], [1.812709, -5.459248, 4.553850], [1.767622, -4.046456, 4.884772], [1.652885, -3.477893, 6.176144], [1.854860, -2.155990, 6.128970], [2.146262, -1.808586, 4.795888], [1.979932, -2.972912, 4.015653], [2.434803, -0.440536, 4.305765], [0.526547, -6.204457, 6.232168], [0.646720, -7.235695, 4.903795], [-0.367021, -5.750398, 4.671007], [1.937818, -5.590395, 3.479020], [2.772250, -5.805493, 4.937895], [1.233926, -4.098019, 6.954804], [1.821069, -1.430415, 6.928223], [2.083155, -3.007134, 2.941142], [3.146358, 0.071800, 4.953281], [1.547272, 0.183847, 4.408474], [2.768817, -0.420797, 3.268394], [-3.214608, 3.285566, -3.845727], [-2.617832, 1.831693, -4.029367], [-3.612376, 0.798524, -3.735838], [-4.381842, 0.731921, -2.624567], [-5.234456, -0.394555, -2.627824], [-4.862862, -1.071209, -3.761960], [-3.828167, -0.368122, -4.380934], [-5.340107, -2.353462, -4.220326], [-2.475198, 4.044354, -4.101880], [-3.479874, 3.494323, -2.809315], [-4.093112, 3.527523, -4.443877], [-1.696025, 1.734230, -3.455884], [-2.231130, 1.624870, -5.027256], [-4.292492, 1.551149, -1.926497], [-5.995169, -0.738095, -1.942490], [-3.325364, -0.798710, -5.234265], [-5.786148, -2.291035, -5.212928], [-6.183615, -2.745099, -3.651814], [-4.498637, -3.045610, -4.189095], [5.039854, 6.423771, -4.836710], [3.563169, 6.273037, -4.348986], [3.409460, 5.757615, -2.970672], [4.179251, 4.736276, -2.359967], [3.589413, 4.528283, -1.187955], [2.498306, 5.382018, -0.944695], [2.434865, 6.097034, -2.133591], [1.486958, 5.352848, 0.071877], [5.110852, 6.554565, -5.916504], [5.725433, 5.595525, -4.657563], [5.434037, 7.358266, -4.437415], [3.002507, 5.573576, -4.969076], [3.012701, 7.207243, -4.460149], [5.096333, 4.302209, -2.730029], [3.890329, 3.750791, -0.501405], [1.651089, 6.761218, -2.466674], [1.301524, 6.394880, 0.332440], [1.790050, 4.764135, 0.937691], [0.612442, 4.929606, -0.422262], [0.333807, -4.279763, 0.768023], [-5.369185, -3.544766, 0.172420], [-4.452956, -3.069307, -0.719315], [-5.715506, -4.830597, -0.083412], [-4.794811, -3.560155, 1.386552], [-6.977355, -2.571544, 0.169926], [-7.474852, -2.591107, -1.252159], [-7.874713, -3.143694, 1.151025], [-6.516040, -1.192182, 0.549231], [1.684230, -0.012246, -4.774907], [1.808733, 0.088696, -6.098289], [2.907676, -0.122878, -4.321421], [1.140125, 1.144032, -4.336409], [0.480004, -1.446146, -4.256507], [1.082779, -2.694969, -4.755645], [0.312446, -1.392891, -2.814768], [-0.751258, -1.122548, -5.031834]],
  "forces_ev_per_angstrom": [[-0.285, -1.566, -0.559], [-1.300, 0.414, -1.142], [1.230, -0.613, 2.223], [-1.153, 3.005, 1.271], [-0.327, 0.031, -0.882], [0.074, -0.808, 0.819], [1.098, -0.687, -0.609], [0.585, 0.119, -0.391], [-0.352, 0.128, 0.149], [-0.219, 0.255, 0.106], [0.505, -0.392, 0.125], [0.037, 0.039, 0.006], [0.243, -0.177, -0.179], [-1.140, -1.032, 0.783], [-0.242, 0.415, 0.430], [-1.005, -0.342, 0.162], [-0.165, 0.526, -0.408], [1.535, -0.044, 1.141], [1.740, 1.469, -0.791], [-2.257, -0.352, -2.021], [0.513, -0.520, 1.104], [0.249, 0.369, -0.413], [0.041, -0.477, 0.156], [0.070, 0.072, -0.010], [0.813, -0.229, -0.270], [0.253, 0.017, 0.249], [-0.195, -0.018, 0.076], [0.166, -0.179, -0.043], [-0.369, 0.051, 0.034], [0.263, -0.095, -0.215], [-0.087, 0.029, -0.070], [-0.345, 0.083, -0.036], [-1.701, -0.083, -0.841], [-0.756, -1.677, 1.983], [1.425, 3.643, -0.738], [1.233, 1.333, 0.494], [-1.013, -2.056, -1.452], [-1.217, -3.553, -1.616], [-0.637, 0.228, -0.472], [1.254, -0.648, 2.487], [0.463, 0.669, 0.069], [-0.054, -0.265, 0.411], [0.520, -0.289, -0.439], [-0.044, -0.192, 0.635], [0.901, 0.968, -0.152], [0.001, 0.167, 0.109], [-0.428, 0.098, 0.133], [0.006, 0.465, 0.241], [-0.947, 0.709, -0.659], [-0.376, -0.213, 0.120], [0.846, 0.494, -0.276], [2.209, -0.088, -0.810], [-1.004, -0.911, 0.605], [0.323, 4.848, -1.071], [-0.687, -1.748, -0.915], [0.547, 0.621, -1.193], [-0.855, -2.409, -0.973], [0.726, 0.331, 3.497], [-0.420, 0.132, 0.468], [-0.243, 0.573, -0.019], [-0.379, 0.017, -0.385], [0.009, -0.180, 0.277], [-0.658, 0.325, -0.103], [-0.254, -0.372, 0.503], [0.502, 0.132, 0.180], [0.064, -0.056, -0.186], [-0.180, -0.179, -0.095], [0.408, -0.576, 0.026], [-0.276, -0.318, -0.385], [-0.267, -0.283, 0.151], [0.449, -0.665, -0.092], [-0.123, 1.259, -0.559], [0.054, -2.626, -0.187], [-2.111, -0.003, 1.619], [2.158, 1.870, -0.668], [2.058, 2.223, -0.367], [-1.833, -1.045, 0.187], [-0.500, -0.967, -0.543], [0.251, -0.241, -0.120], [0.000, -0.260, 0.082], [0.007, -0.492, -0.131], [-0.342, -0.304, 0.655], [-0.476, 0.245, -0.234], [-0.428, -0.240, 0.109], [-0.071, -0.087, 0.164], [0.200, 0.461, -0.023], [0.551, 0.246, -0.239], [0.369, 0.337, 0.778], [-0.263, -0.135, -0.132], [-0.575, 0.583, 0.185], [0.495, -0.567, -1.058], [0.633, -0.422, 0.968], [-0.769, 1.505, -0.886], [-0.586, -0.899, 2.344], [2.592, 0.041, -4.440], [-0.053, -0.636, 0.809], [-0.657, 0.348, -0.213], [-0.611, -0.021, -0.057], [-0.316, -0.068, 0.478], [0.260, -0.228, 0.264], [0.234, -0.193, -0.126], [0.249, 0.118, 0.390], [-0.321, 0.157, -0.289], [-0.190, 0.294, 0.313], [-0.019, 0.160, 0.492], [-0.188, -0.196, 0.369], [0.104, 0.117, -0.276], [-0.247, -0.096, 0.581], [0.545, 0.526, 0.237], [-1.070, -0.771, 0.463], [-0.722, -0.607, 0.462], [0.846, 0.770, -0.507], [0.045, 0.396, -0.419], [-1.471, 3.408, -1.283], [1.600, -0.471, 2.274], [1.104, -0.418, -0.639], [0.138, -1.925, -0.619], [-1.736, -0.621, -0.617], [-0.500, -0.220, 0.025], [0.899, -0.003, 0.903], [0.229, 0.119, 0.242], [-1.667, -1.989, -3.363], [0.236, 1.898, 1.041], [0.684, 0.695, -0.314], [1.840, 0.493, 1.567]]
}